Formula: C55H63CrN5
Source: OMol25
Level of theory: ωB97M-V/def2-TZVPD

Output
HOMO-LUMO gap (alpha / beta)   5.7603 / 4.9720 eV
LUMO energy (alpha / beta)   2.00 / 2.03 eV

```
! wB97M-V def2-TZVPD RIJCOSX def2/J DEFGRID3
* xyz -1 2
C 2.61614 4.59058 -1.43207
H -2.41428 2.52989 5.57474
C 4.01590 4.53078 -0.81579
H -3.88366 -1.18008 4.38611
H 3.19054 -2.66204 -4.80383
C 3.64041 -4.50199 3.16488
H -4.83355 1.51375 -0.17691
C 0.41528 5.44528 0.76355
H 2.92436 2.06436 -2.42902
C -2.49733 3.31626 4.82218
H 4.72045 5.15939 -1.36323
N 1.11992 -0.62584 -1.48922
H 5.06425 0.73998 -2.27724
C 2.09051 -3.17259 1.88873
H -0.81409 -5.53835 -1.96868
H -5.33501 3.01181 -0.99598
C 1.23741 -1.84947 -2.05934
H 4.18487 -5.42657 3.31031
H 3.99176 4.86595 0.22212
C 0.03605 2.85911 0.62946
C -3.10222 0.33217 3.10241
H 1.28416 -5.69080 -0.58617
H -5.50500 1.75802 -3.18634
H -3.82361 2.95256 -0.05815
C -1.69781 -2.53797 1.01478
H -2.94669 4.19586 5.28632
C 2.01894 0.19061 -2.09745
C 3.08628 -2.27174 3.87845
H -1.72258 -6.28274 -0.67254
N -0.81601 -2.03889 0.11117
H -0.66611 5.58890 0.84490
H -3.06201 -2.34314 2.60758
C 1.50277 2.28767 -0.88389
C 2.26342 -1.81818 -3.08471
H 3.20332 -1.45872 4.58497
C 2.19748 1.53773 -1.82330
C -3.32494 2.83510 3.62938
H -0.10452 -0.00934 6.83357
H -2.66572 2.91633 -3.62252
C -0.86526 -5.63694 -0.88028
H 1.85962 1.80912 2.68168
H 0.80847 6.66298 2.52884
C 2.75634 -0.55129 -3.10396
C -4.63898 1.15378 -2.89842
C 1.49258 -0.84353 2.54151
C -4.47804 2.38786 -0.72510
H 4.01826 -0.62970 -4.81155
C 3.86969 0.00408 -3.93317
H 0.56148 -7.28635 -0.83639
H 0.39503 2.40971 6.66789
H 5.97720 0.54004 -3.77983
C -2.02210 -5.22632 2.96195
C -2.74442 1.63510 2.95097
C -2.56385 1.12532 -1.56586
H -4.04307 3.84809 -2.99849
H 1.42649 -3.04682 1.04166
N 1.08275 -0.55421 1.38885
H -4.34200 2.60247 3.95870
C 0.63907 -0.45085 4.87377
H -6.27974 -0.88342 3.76185
H -5.30825 -1.11926 2.29955
C -1.00483 2.79536 1.54384
C 0.50765 -2.97710 -1.70181
H -4.99037 0.25532 -2.39085
C 0.41204 -6.30998 -0.37127
H 4.45039 -3.55909 4.91440
H -3.67358 -4.38866 1.85808
C 1.45074 1.41804 3.60500
H -1.31899 3.73439 1.98591
C 1.63076 3.72720 -0.71137
H 3.95728 -4.78020 -3.68448
C 0.70370 4.08489 0.21477
H 2.14323 5.59645 2.06687
C -3.70571 1.95294 -1.97997
C 1.17495 2.25903 4.67328
H 1.84040 -3.58920 -4.19056
H -1.78845 -4.32632 3.53131
C 2.23698 -2.11454 2.78602
H -2.52139 3.76356 -2.08303
C 5.18651 0.11307 -3.16062
H -2.65037 -5.87159 3.57794
N -1.41754 0.39634 1.54551
C -3.20582 3.20140 -2.71935
H -1.48321 3.56755 4.51075
H 0.71209 -3.88456 -2.25752
C -2.26600 -0.42922 2.19141
H 2.26308 5.62506 -1.43295
C 1.05702 5.67695 2.13248
H 4.39380 3.50798 -0.81969
C -2.36306 -1.80296 1.98013
C -0.43019 -3.06631 -0.68588
C 0.34237 0.39264 5.93273
H 3.59106 0.99082 -4.31437
H -4.40322 0.43976 4.78096
C 2.71034 -3.00187 -3.88191
C -2.71274 -4.86601 1.64431
C 1.19333 0.05404 3.69959
C -1.60627 0.49701 -1.15112
C -1.67676 1.65754 1.96930
H -5.84977 0.49393 2.73540
Cr -0.08263 -0.13295 0.06749
H -3.42403 3.64791 2.90372
C 3.67749 -3.89846 -3.10479
H -4.11256 0.84554 -3.80226
H 1.39146 3.31652 4.59415
C 2.78804 -4.35384 2.07645
H 4.58674 -3.35112 -2.85160
H 0.36611 -6.44799 0.71019
C 0.61793 1.75033 5.83826
H 5.51116 -0.87058 -2.81908
H 3.22623 -4.22898 -2.16849
C -4.20353 -0.23292 3.94261
H 2.67149 4.28796 -2.48170
C -5.49033 -0.45206 3.14270
H -2.94267 -5.78160 1.09213
N 0.56035 1.80265 -0.04442
C -1.09319 -4.29234 -0.26706
H 0.77108 6.20367 0.06116
H 0.71348 4.92537 2.84297
H 2.66129 -5.16782 1.37276
H -1.07983 -5.74159 2.77168
H 0.42938 -1.51127 4.94486
C 3.78719 -3.45530 4.06410
C -1.87589 -3.96738 0.79263
*
```

Atomic partial charges in e from the Mulliken method, atoms 1 to 6: atom 1 (C): -1.133, atom 2 (H): 0.236, atom 3 (C): -1.101, atom 4 (H): 0.436, atom 5 (H): 0.413, atom 6 (C): -0.527


Formula: C55H64BCl5HfN3OP2SSi
Source: OMol25
Level of theory: ωB97M-V/def2-TZVPD

Output
Relative energy (zero: lowest compared OMol25 entry of this formula, charge and spin)   199.5 kJ/mol
HOMO-LUMO gap   7.2657 eV
LUMO energy   -2.71 eV

```
! wB97M-V def2-TZVPD RIJCOSX def2/J DEFGRID3
* xyz 1 1
H 5.58630 -3.02157 0.23606
C 0.94477 -1.27433 -3.16363
H 6.35230 -0.85749 -0.85323
H 4.69514 4.97024 1.51811
H 5.54122 -0.94994 1.36181
C 0.16081 1.07413 -6.07574
H -2.30761 -2.29909 5.25226
C 0.46053 -2.88614 4.56413
H 0.25009 1.49873 4.23986
C -2.50159 -3.75286 0.64945
C -3.08106 0.81482 -2.63681
H -2.62205 -2.49315 -4.55227
Cl -2.10996 -7.59375 1.68410
Cl -3.81615 -2.71201 0.19115
C -1.78633 -1.86687 -4.21886
C 4.33427 -1.38537 -0.35505
Cl 0.81977 -6.50028 1.90669
H -3.12533 -0.76280 1.91338
C 2.21377 -1.88670 -2.52679
C 1.06734 -0.16854 -4.19274
C 1.75610 -3.30295 -2.10310
C -1.21784 -3.22313 0.73585
H 1.53489 3.56736 4.05717
C -2.74427 -1.96875 4.31100
H 3.88762 -3.32038 0.57942
H 3.88578 -1.19622 -3.81716
H -2.23420 1.42717 4.81631
H -0.61993 1.19880 -6.81722
H 1.29559 2.75138 -6.77167
H 4.54409 0.41855 0.88197
H -6.67129 3.85002 1.76096
H 1.17505 3.97226 -3.61259
O -1.73345 0.03615 -0.20927
H -3.63713 -1.13897 -1.93166
H 1.90390 5.25696 -1.62925
C -0.46788 -5.47376 1.42439
H 2.47661 -3.81033 -1.46670
H 3.35930 5.16934 3.57056
C 0.06564 0.02758 -5.16148
Hf -0.25178 -1.10217 0.20074
C 3.90702 4.25504 1.71216
H 1.26752 -3.28483 5.18478
H 4.02800 -2.84308 -3.21398
H 5.47261 -1.51174 -2.22391
C 3.32401 -2.08922 -3.56439
C -5.83022 3.38974 1.25894
C 2.23300 1.75910 -5.11228
C 5.38080 -0.86869 -1.35321
C -3.72237 -0.42345 -2.73967
H 0.86795 4.81702 0.57363
H -3.82847 -1.94484 4.44702
B 1.06535 0.65835 1.05793
H 1.61091 -3.90608 -3.00268
H -0.12365 0.14444 -2.15949
H -4.07245 2.09847 -5.63087
H -2.52225 -2.70929 3.53720
H -4.18410 0.00307 3.10285
N 0.93815 1.42978 2.24969
N 2.15918 1.25587 0.34184
C -4.73654 1.43191 0.40061
C -4.62606 0.16242 -4.89019
C 1.13317 4.50226 -1.53568
H -1.87585 0.13251 5.96420
H -0.58192 2.27481 -3.41430
H -4.74067 0.35886 0.23345
H 4.50120 -3.44774 -1.07650
H -5.02640 -1.68849 -3.87969
S -1.35891 -0.99670 -5.52438
C -4.50692 -0.73884 -3.84308
C -2.46443 0.39706 5.09002
H -0.47733 -3.14893 5.04527
N -0.05549 -0.87687 -2.12693
H -0.95629 -1.20651 -2.54600
C 2.58079 0.83888 -0.98149
H -4.78943 5.24230 0.96695
H 3.81453 -0.94294 1.73111
Cl -4.40570 -5.67682 0.82567
H 0.58877 0.30047 5.89300
H -2.78066 2.70190 -3.63726
H 0.50530 -3.39263 3.60486
C 0.65542 -1.36827 4.45077
C 0.72624 3.78065 -2.64687
H -0.90498 3.13570 0.78412
C -0.08074 1.19435 3.24596
C -0.27210 2.81872 -2.52751
Si -2.30781 1.37631 -1.02945
H -3.51742 0.37349 5.38332
H 2.32237 -0.02578 3.96496
C 4.57218 -2.88437 -0.14679
C -3.14908 -0.07746 2.75953
C 2.06643 -1.08533 3.91619
H -2.88269 4.20606 -0.17744
C 0.54865 -0.78808 5.86413
C -3.64920 2.19733 -0.03277
C 4.55622 -0.66613 0.98310
H 3.57180 1.22758 -1.21788
H 2.87824 -2.47306 -4.48702
P -0.53889 -0.61390 3.20386
C 1.23692 1.94345 -6.05495
C -3.22718 1.71557 -3.69623
H -0.98513 1.76854 3.01987
C 3.15082 4.36785 2.87482
C -0.44770 3.30409 -0.18579
C -0.88584 2.56781 -1.29689
C -1.77285 -5.95270 1.32571
Cl 1.37784 -3.49128 1.26030
H 3.08577 2.42456 -5.08003
H -2.84877 0.90883 2.40371
C -5.81388 2.01702 1.04537
H 0.80059 -3.28491 -1.57030
H 2.92385 0.60970 -3.46660
H 2.79352 -1.63872 4.51645
H -6.64363 1.40593 1.37756
H 2.16528 -1.40817 2.88025
C 3.66059 3.24198 0.79046
H -0.35839 -1.12025 6.36698
H 4.23748 3.17822 -0.12437
C 0.54619 4.26135 -0.29852
C -0.25171 -4.13820 1.12405
H -5.23152 -0.08171 -5.75358
C 2.13692 0.72291 -4.19714
P 2.55832 -1.03081 -0.88443
C -4.77294 4.17064 0.81595
H 1.39486 -1.15778 6.44943
C -2.79758 -5.08613 0.93737
H 1.89663 1.21848 -1.74405
C -3.69461 3.57859 0.17091
C 2.64467 2.34236 1.06350
C -3.97187 1.38516 -4.82256
H 5.18933 0.14899 -1.69494
C -2.27287 -0.56825 3.91472
C 1.88303 2.45068 2.24848
H 0.47615 -2.11147 -3.68765
C 2.12780 3.46732 3.15655
*
```

Atomic partial charges in e from the Mulliken method, atoms 1 to 6: atom 1 (H): 0.579, atom 2 (C): -0.791, atom 3 (H): 0.530, atom 4 (H): 0.463, atom 5 (H): 0.724, atom 6 (C): -0.752


Formula: C55H64BrF19NO33S2
Source: OMol25
Level of theory: ωB97M-V/def2-TZVPD

Output
HOMO-LUMO gap   5.9096 eV
LUMO energy   -4.89 eV

```
! wB97M-V def2-TZVPD RIJCOSX def2/J DEFGRID3
* xyz 1 1
F 11.55384 -5.24552 -6.27851
O 6.26500 -6.16001 -9.59428
C -1.00733 6.96135 5.11673
H -5.57439 2.70240 -0.92992
O 10.10159 -3.55708 -6.04347
H -2.68210 -6.09969 -4.80352
C -3.11339 -6.59264 -2.72259
C -2.27861 2.06487 0.95455
C -7.21227 7.92801 6.30747
H -0.98936 -2.74059 -2.37783
H 3.55822 -5.17875 -4.55928
H -2.48471 -0.70697 -1.89356
O -7.39924 0.78675 -3.63088
O -5.71031 4.66007 3.57911
C 1.39270 -10.58775 -5.51559
H 3.31912 -4.72113 -7.50206
H -10.14555 1.16997 1.48300
H -3.75399 7.20542 3.75916
H -9.46959 2.23733 2.73478
O 5.46073 2.29435 0.97382
C -4.10584 6.25965 3.33833
F 3.87284 1.92220 -1.52580
H -2.82543 1.05496 2.92978
C 1.22685 -3.72087 -0.25279
H -1.62615 -0.74270 1.20622
O 4.56459 -4.70055 -9.13657
H 6.94066 3.57986 3.68877
H 6.42426 -1.38840 -1.30999
H 2.88651 -3.04960 -2.88413
H -5.96310 6.50118 4.45704
O 0.20374 -7.36050 -2.71134
C 9.66308 -5.10746 -7.65436
C 3.79775 -3.09333 -2.14704
H 1.12850 -12.03836 -3.93132
C 5.67432 -5.43242 -8.81353
H 1.40280 -4.60065 0.53005
H 1.75422 7.32579 4.99917
O 3.55795 -9.03934 -3.45219
C 4.11480 -4.10607 -7.93564
O -0.07108 6.98275 4.11950
H -1.34968 2.50759 0.38452
O -7.18359 8.34052 5.15991
C -5.57021 6.06193 3.53389
F 2.08374 3.32462 -3.84334
H -8.46065 7.83567 8.79862
F -0.59624 2.66254 -4.32223
O -4.36211 3.07659 4.51966
C 1.12557 6.48604 4.68452
H 5.98062 -3.20618 -7.25143
H 0.14061 -1.42696 -1.56806
F 0.81390 1.77572 -6.03098
C -0.36639 -3.26514 -0.17733
C -4.52832 4.20157 4.07847
H 0.37222 4.64256 5.57519
C -1.98870 1.79292 2.56807
O -5.22350 0.78270 -2.92584
H -2.93442 -2.00758 -0.55722
H -3.34111 -6.04346 -1.80285
C 7.09330 3.66633 2.50804
H 10.39170 -4.91035 -8.44787
C 4.26713 1.28522 -2.80046
H 4.75284 3.50841 2.71282
H -8.57541 3.56343 13.91620
H -3.12605 2.89991 0.89490
C 3.04128 -6.08362 -2.51819
H 8.49958 5.35225 3.13107
C 1.88641 -1.84344 1.39566
C 3.42751 -2.23109 -0.76225
H 9.23928 -6.10372 -7.80684
F 1.51672 5.68904 6.85219
O -2.80735 0.82401 0.36422
O -8.19466 0.77192 2.06368
F 4.86262 2.38851 -3.64403
H -4.01707 -7.11081 -3.05462
C 9.00778 -3.17514 -6.76067
O -6.50739 4.11215 11.51607
F -0.25029 0.30285 -4.31501
H 3.72209 -3.10217 -8.11825
C -8.66428 2.55854 0.75178
C 0.62894 5.67565 5.83271
H 1.87502 -10.52063 -6.49660
F 2.34142 -0.46970 -3.16438
O 5.37739 0.98516 2.98777
H 1.68092 5.88425 3.96006
C 4.09196 -0.12819 1.08554
C -6.43709 1.36946 -3.15908
C -2.53580 -5.72225 -3.78585
H -0.97025 1.21734 2.62378
H 6.41828 0.58894 -3.08473
C 0.43064 1.59147 -4.60806
C 5.34973 -4.08874 -7.10117
O -7.23872 8.73449 7.41217
H -0.98141 -4.25065 -0.45279
H 4.81294 -2.70090 -2.63745
O -1.15955 -5.70000 -3.48197
F -7.71898 2.22903 11.48404
N 2.19956 -2.60948 0.09286
Br 2.14900 0.29606 3.66694
C -9.24187 1.68815 1.81503
F -6.26558 6.52534 2.47117
O 6.04375 -5.24348 -7.51565
O -6.44225 2.68193 -2.79292
O 1.72400 -9.45416 -4.74611
S 8.80474 5.08843 0.66493
C -5.30076 2.84076 -1.98135
O -7.21405 6.60803 6.64559
C -7.03995 1.38702 1.66398
H 3.51219 -7.16137 -2.62302
C -0.91147 -6.89376 -2.87365
O -0.53046 6.36349 6.24449
C 2.81908 -9.82339 -4.02421
H 6.92579 5.98168 2.16873
S 4.20406 -4.89561 -1.65521
O -3.55257 5.15929 4.03190
C -4.35460 1.81562 -2.50631
H -0.68795 0.35846 -0.07866
H 2.14436 -12.59686 -5.28010
F -9.14215 3.81948 0.84834
H -0.72311 -2.95941 0.89455
H -5.79992 6.45236 8.12896
H 7.83418 2.77813 2.23566
H 9.71591 -5.50408 -5.50980
C -0.73618 -2.17308 -1.35925
H 7.85680 4.75624 -0.35555
C -6.88173 6.57982 8.01514
H 1.82394 -4.68915 -3.87035
H -8.81058 2.18110 -0.26589
F 3.33001 0.60594 -5.05092
O -2.06618 -7.50886 -2.47394
H 1.37748 -4.19757 -1.31080
C 5.39890 0.11096 -2.68656
H 2.09422 -6.43820 -4.65477
O -2.13393 7.41591 5.00716
O -5.99406 6.29393 11.94734
H 5.11884 -0.71633 -3.47670
H -3.80875 6.21147 2.28533
C 4.41632 -0.95501 -0.32401
O -7.66424 5.23770 13.09876
H -6.50171 2.70140 13.01077
C 10.23732 -4.93839 -6.28931
C 2.76381 -0.58126 1.96738
F 0.04949 -10.62372 -5.66440
C -1.71444 -0.16028 0.19278
C 7.74367 5.14752 2.23644
O -7.28803 2.58078 1.05565
H -9.16349 4.07027 12.31607
H -3.77546 2.17348 -3.36417
C -8.27424 3.97160 12.94765
O 8.41159 -2.12441 -6.59216
H 5.38883 4.43563 1.20018
O 2.99344 -11.18025 -4.02555
H -3.66170 1.45795 -1.73992
C -6.66557 5.29935 12.16584
C 2.58848 -5.59016 -4.01467
F 5.04771 -4.22102 -5.79008
O -5.92474 0.92028 1.82628
H -1.98328 2.82439 3.15313
C 2.89352 0.82637 -3.62150
C 1.67933 1.92501 -3.54636
C 1.86568 -11.72712 -4.67903
F -4.81412 4.08782 -2.17022
C -7.40076 7.88013 8.52651
C -7.19627 3.16810 12.30416
F -7.53057 5.54214 8.58951
F 1.01059 1.97805 -2.19241
C 4.98699 1.10200 1.68774
H 0.96045 -2.18429 2.04035
H 2.09012 -6.20128 -1.82872
O 8.65492 -4.11728 -7.68768
C 5.58126 3.46300 1.86160
H 6.36950 0.36496 -0.62087
F -3.01367 -4.46131 -3.68928
C 5.71125 -0.43973 -1.18055
C -2.07245 -1.29772 -0.97002
H -6.83285 8.24540 9.38642
*
```

Atomic partial charges in e from the Mulliken method, atoms 1 to 6: atom 1 (F): -0.286, atom 2 (O): -0.550, atom 3 (C): 0.676, atom 4 (H): 0.111, atom 5 (O): -0.298, atom 6 (H): 0.233